{"formula": "C3H3NOS2", "method": "wB97M-V/def2-TZVPD", "symbols": ["C", "C", "C", "N", "O", "S", "S", "H", "H", "H"], "positions_angstrom": [[-0.09, 0.44, 1.86], [-0.36, -0.91, 0.08], [0.56, 0.43, -0.65], [-0.48, -0.71, 1.37], [-0.68, -1.81, -0.64], [0.65, 1.58, 0.70], [-0.57, 0.80, -2.05], [-0.07, 0.59, 2.87], [1.49, 0.19, -1.15], [-0.47, -0.60, -2.38]], "e_homo_ev": -9.1, "e_above_lowest_kj_mol": 163.0, "total_energy_ev": -28366.14489, "smiles": "O=C1N=CS[C@@H]1S", "total_charge": 0, "lumo_energy_ev": -0.86}